Entry from OMol25: one molecule with the formula CClF2NO in a non-equilibrium geometry (ωB97M-V with the def2-TZVPD basis set).

The geometry in XYZ format:
```
6
CClF2NO (ωB97M-V with the def2-TZVPD basis set)
C -0.13586 0.35468 -0.18596
N 0.25976 -1.37810 0.14428
O 1.14624 -1.42171 0.93214
F -0.17043 0.50828 -1.49130
F 0.75097 1.08492 0.41104
Cl -1.85068 0.85194 0.18980
```

For the molar mass, the calculation gives 115.5 u. The calculation puts the HOMO-LUMO gap at 8.95 eV. For the HOMO energy, the calculation gives -10.08 eV. The charge is 0. As for the lowest unoccupied orbital energy: -1.14 eV. The calculation puts the total energy at -22528.7239 eV. As for the structure (SMILES): O=NC(F)(F)Cl.

***

Entry from OMol25: C13H19BN7OPtS2SbSe4 as an isolated structure (ωB97M-V with the def2-TZVPD basis set).

The geometry in XYZ format:
```
49
C13H19BN7OPtS2SbSe4 (ωB97M-V with the def2-TZVPD basis set)
Pt -0.13900 0.09851 0.65011
C 2.62908 4.15458 0.16617
N 1.78247 3.58476 1.21612
C 2.19434 3.38406 2.50880
C 1.09106 3.05029 3.21717
N 0.01478 3.04825 2.36893
B -1.47564 3.05404 2.89176
N -2.11622 1.63085 3.19559
C -3.46795 1.63887 3.46689
C -3.84863 0.37569 3.75431
N -2.71482 -0.40138 3.65185
C -2.67273 -1.85020 3.80559
C -1.68382 0.37977 3.28381
S -0.06642 -0.20878 2.96064
C 0.46148 3.33561 1.13982
S -0.46732 3.52155 -0.31999
H 3.61896 3.72004 0.25437
H 2.67398 5.23502 0.29105
H 2.21717 3.89916 -0.80077
H 3.21908 3.51858 2.80504
H 0.96949 2.84296 4.26536
H -1.44677 3.66469 3.94040
H -2.16920 3.56524 2.05807
H -4.04120 2.54634 3.39919
H -4.80980 -0.04187 3.99242
H -3.69682 -2.20062 3.89999
H -2.10337 -2.12551 4.69093
H -2.22118 -2.29649 2.92377
C 4.76482 0.44673 -2.09180
N 4.03742 -0.26262 -1.03762
C 4.47147 -1.46202 -0.58949
C 3.79358 -2.15279 0.33953
C 2.55006 -1.59345 0.78547
N 2.13216 -0.39156 0.39948
C 2.89710 0.34514 -0.48179
O 2.60525 1.47702 -0.80488
N 1.79886 -2.35696 1.58404
H 5.82330 0.21160 -2.00715
H 4.61154 1.51204 -1.96687
H 4.39667 0.14759 -3.07210
H 5.39076 -1.82717 -1.02907
H 4.14132 -3.10917 0.69601
H 2.15346 -3.24458 1.88802
H 0.89210 -2.05314 1.91476
Se -2.37342 -0.65671 0.29623
Sb -3.08518 1.04678 -1.40737
Se -4.19300 2.92517 -0.52358
Se -3.37882 0.13705 -3.55806
Se -0.39899 1.49555 -1.33485
```

For the molar mass, the calculation gives 997.0 u. The calculation puts the HOMO-LUMO gap at 6.44 eV. For the HOMO energy, the calculation gives -7.00 eV. The charge is 0. As for the lowest unoccupied orbital energy: -0.56 eV. The calculation puts the total energy at -319788.8822 eV.

***

Entry from OMol25: one molecule with the formula C18H21NO4S (ωB97M-V with the def2-TZVPD basis set).

The geometry in XYZ format:
```
45
C18H21NO4S (ωB97M-V with the def2-TZVPD basis set)
C 5.56807 2.25171 -1.70660
C 5.29953 1.67485 -0.32538
O 4.66403 0.42271 -0.48506
C 4.55807 -0.34885 0.68083
C 3.48691 0.13861 1.66727
H 3.65771 1.17497 1.96380
H 3.49935 -0.51224 2.54774
O 2.19587 0.11624 1.07904
C 1.55974 -1.08461 1.07424
O 2.01317 -2.07246 1.60259
C 0.29475 -0.99022 0.37452
C -0.69772 -1.93761 0.17610
C -1.70285 -1.29570 -0.59523
C -1.28222 0.01001 -0.83383
N -0.09185 0.18165 -0.24816
H 0.47410 1.01546 -0.24688
C -2.05537 1.02217 -1.59260
H -1.76544 1.00200 -2.64850
H -1.87068 2.02879 -1.21092
C -3.54828 0.65880 -1.46607
C -4.01578 0.89625 -0.06289
C -4.46914 0.02068 0.87133
C -4.80354 0.63866 2.10013
C -4.59988 1.97700 2.08703
S -3.99618 2.51713 0.57036
H -4.76388 2.69142 2.86885
H -5.17851 0.10037 2.95188
H -4.56910 -1.03613 0.70720
C -3.76359 -0.79406 -1.89863
C -2.96853 -1.81064 -1.08369
O -3.37409 -2.93936 -0.90498
H -3.44170 -0.90566 -2.93855
H -4.82081 -1.05962 -1.85183
H -4.11952 1.31424 -2.13535
C -0.72880 -3.33486 0.66465
H -0.90984 -4.01340 -0.16709
H -1.55469 -3.46250 1.36345
H 0.20643 -3.58492 1.15540
H 4.29035 -1.35346 0.34354
H 5.52170 -0.39145 1.21113
H 6.24462 1.54323 0.22480
H 4.66374 2.36444 0.24957
H 6.20918 1.57963 -2.26982
H 4.63212 2.36671 -2.24577
H 6.05255 3.22003 -1.61763
```

For the molar mass, the calculation gives 347.4 u. The calculation puts the HOMO-LUMO gap at 9.02 eV. For the HOMO energy, the calculation gives -8.58 eV. The charge is 0. As for the lowest unoccupied orbital energy: 0.44 eV. The calculation puts the total energy at -39522.7005 eV. As for the structure (SMILES): CCOCCOC(=O)c1[nH]c2c(c1C)C(=O)C[C@@H](c1cccs1)C2.

***

Entry from OMol25: a 2-piece molecular cluster, C3H9ClS3Si overall in a non-equilibrium geometry (ωB97M-V with the def2-TZVPD basis set).

The geometry in XYZ format:
```
17
C3H9ClS3Si (ωB97M-V with the def2-TZVPD basis set)
C 0.56825 -1.24682 -2.30119
C 0.22961 -1.42892 2.24846
C -0.59924 2.72577 0.15871
Si -1.24675 -0.14689 -0.18007
S -0.98393 -1.96226 -1.28847
S -0.98102 -0.05341 1.94504
S -1.62309 1.79789 -1.03951
Cl 2.55352 -0.17414 0.16849
H 1.24044 -0.66762 -1.77046
H 0.17694 -0.80980 -3.25783
H 0.87907 -2.17316 -2.70853
H 0.55767 -1.01004 3.23024
H 0.88973 -1.29029 1.38164
H -0.39303 -2.32707 2.14042
H 0.16629 2.12913 0.51974
H -1.13829 3.10089 1.08082
H -0.29617 3.53673 -0.32751
```

For the molar mass, the calculation gives 204.8 u. The calculation puts the HOMO-LUMO gap (spin up / spin down) at 5.79 / 4.76 eV. For the HOMO energy (spin up / spin down), the calculation gives -5.72 / -9.20 eV. The charge is 0. As for the lowest unoccupied orbital energy (spin up / spin down): 0.07 / -4.44 eV. The calculation puts the total energy at -56159.7624 eV. The spin multiplicity is 3.

***

Entry from OMol25: one molecule with the formula C5H9NO in a non-equilibrium geometry (ωB97M-V with the def2-TZVPD basis set).

The geometry in XYZ format:
```
16
C5H9NO (ωB97M-V with the def2-TZVPD basis set)
C 1.86758 0.75081 -0.61048
C 0.69659 1.56444 -0.85591
N -0.42444 0.93299 -1.33688
C -0.81625 0.47284 0.00645
C -0.77295 -1.03108 0.14779
C -0.97212 -1.49380 1.56192
O -1.10158 -0.74963 2.50764
H 1.74967 -0.33197 -0.60701
H 2.61133 0.90262 -1.41135
H 2.50692 0.98888 0.24860
H -0.12183 1.02327 0.74463
H -1.09337 1.61530 -1.68534
H -1.77586 0.90600 0.29836
H 0.17539 -1.45055 -0.21122
H -1.53993 -1.50075 -0.48573
H -0.98915 -2.59939 1.68854
```

For the molar mass, the calculation gives 99.1 u. The calculation puts the HOMO-LUMO gap at 8.49 eV. For the HOMO energy, the calculation gives -7.61 eV. The charge is 0. As for the lowest unoccupied orbital energy: 0.88 eV. The calculation puts the total energy at -8864.2271 eV.

***

Entry from OMol25: an isolated ion of composition C3H4N3 and charge +1 in a non-equilibrium geometry (ωB97M-V with the def2-TZVPD basis set).

The geometry in XYZ format:
```
10
C3H4N3 (ωB97M-V with the def2-TZVPD basis set)
C 0.48501 -1.82493 1.52465
C 0.01084 0.06786 0.08445
C -0.46899 0.93325 -0.95630
N -0.90849 -0.56161 0.85350
N -0.70731 -1.57988 1.61305
N 1.16069 -0.29892 0.43538
H 0.30342 1.52610 -1.31131
H -1.39926 1.39102 -0.66197
H -0.66942 0.33831 -1.76389
H 2.19351 0.00880 0.18244
```

For the molar mass, the calculation gives 82.1 u. The calculation puts the HOMO-LUMO gap (spin up / spin down) at 7.51 / 7.81 eV. For the HOMO energy (spin up / spin down), the calculation gives -16.50 / -16.47 eV. The charge is +1. As for the lowest unoccupied orbital energy (spin up / spin down): -8.99 / -8.67 eV. The calculation puts the total energy at -7630.7838 eV.